No. 1
A molecular structure, C31H52BGeIrN10SSe. Source: the OMol25 dataset; level of theory: the ωB97M-V functional and the def2-TZVPD basis.

Structure (XYZ):
```
98
Properties=species:S:1:pos:R:3:forces:R:3
Ir 1.126233 0.709868 1.071518 0.7 -0.6 -0.1
C -0.929368 3.392984 -0.230403 0.1 0.0 -0.1
C 0.289078 3.011282 -1.000738 -0.2 0.1 -0.2
C 0.778248 3.527836 -2.191391 -0.2 0.1 0.1
C 1.939766 2.817119 -2.478100 0.0 -0.1 -0.1
C 2.842870 2.950192 -3.659434 0.0 0.0 0.1
N 2.125973 1.923241 -1.495577 0.1 0.2 0.0
N 1.120581 2.037707 -0.583020 -0.1 -0.2 0.2
B 3.247109 0.898709 -1.271087 -0.1 0.0 0.0
N 3.920489 1.222913 0.105779 0.3 0.0 0.1
N 3.206568 1.140783 1.251718 -0.6 0.2 0.5
C 4.057284 1.385584 2.322268 -0.3 -0.1 -0.2
C 3.580797 1.353560 3.732363 -0.1 0.1 -0.1
C 5.296708 1.640051 1.827130 0.1 0.0 -0.5
C 5.190784 1.527786 0.403644 0.0 0.0 0.4
C 6.256123 1.702420 -0.602242 0.0 0.0 -0.1
N 2.627775 -0.511225 -1.170143 0.2 -0.1 0.0
N 1.852303 -0.858818 -0.099054 -0.2 0.4 -0.1
C 1.587684 -2.174997 -0.186162 0.0 -0.1 -0.1
C 0.866988 -2.913381 0.891043 0.1 0.0 -0.1
C 2.170329 -2.663704 -1.347317 -0.1 -0.2 0.1
C 2.821613 -1.590136 -1.942698 0.0 0.0 -0.1
C 3.602400 -1.566317 -3.214690 0.0 0.0 0.1
H -1.775798 3.531762 -0.901063 0.0 0.0 0.0
H -0.778096 4.337598 0.296030 0.0 0.0 0.0
H -1.186513 2.620788 0.497220 0.0 0.0 0.0
H 0.356839 4.333123 -2.774035 0.0 -0.1 0.0
H 2.447650 3.702284 -4.336306 0.0 0.0 0.0
H 2.934273 2.007556 -4.199692 0.0 0.0 0.0
H 3.846418 3.258171 -3.361792 0.0 0.0 0.0
H 4.051467 0.941866 -2.148754 -0.1 0.0 0.1
H 2.728175 0.684244 3.844728 0.0 0.0 0.0
H 3.289506 2.354351 4.062278 0.0 0.0 0.0
H 4.379485 1.010867 4.386882 0.0 0.0 0.0
H 6.189634 1.877328 2.386144 0.0 0.0 -0.1
H 7.178832 2.012857 -0.120294 0.0 0.0 0.0
H 5.971797 2.448704 -1.347686 0.0 0.0 0.0
H 6.437374 0.764721 -1.136155 0.0 0.0 0.0
H 0.407715 -2.226659 1.601718 0.0 0.0 0.0
H 1.569418 -3.541578 1.441515 0.0 0.0 0.0
H 0.101103 -3.568512 0.474114 0.0 0.0 0.0
H 2.151885 -3.682142 -1.706111 0.0 0.1 0.0
H 3.549199 -2.540888 -3.692606 0.0 0.0 0.0
H 4.653291 -1.335862 -3.033318 0.0 0.0 0.0
H 3.213329 -0.817536 -3.905233 0.0 0.0 0.0
N 0.271712 6.198118 4.076262 0.0 -0.3 0.0
C 0.134580 5.057187 4.104045 0.0 0.1 0.0
C -0.018861 3.625819 4.072999 0.0 0.2 0.0
C -0.570393 2.903787 5.128884 0.0 0.0 0.1
C -0.688697 1.527410 5.002661 -0.1 0.0 0.1
C -0.265220 0.914887 3.842723 0.0 -0.1 -0.1
N 0.275738 1.611205 2.825068 0.4 0.5 -0.2
C 0.403766 2.945553 2.945464 0.0 -0.1 0.0
H -0.897557 3.414390 6.026604 0.0 0.0 0.0
H -1.109320 0.929871 5.800534 0.0 0.0 0.0
H -0.357105 -0.155273 3.706540 0.0 0.0 0.0
H 0.853261 3.482944 2.120622 0.0 0.0 0.0
C -4.433860 -4.738588 2.727963 0.0 -0.1 0.2
Ge -3.403174 -3.125618 3.004669 0.1 0.1 -0.3
C -1.648741 -3.404035 3.795007 0.0 -0.1 0.2
C -4.427224 -1.723858 3.874263 0.0 -0.1 0.2
C -3.002475 -2.554034 1.110840 -0.3 -0.3 0.1
Se -2.023976 -0.926626 0.893075 0.1 0.2 -0.1
C -3.477789 0.339060 1.050121 -0.1 0.0 -0.1
H -4.769592 -5.109209 3.698494 0.0 -0.1 -0.1
H -3.840057 -5.518696 2.252165 0.0 0.0 0.0
H -5.316238 -4.531613 2.122364 0.0 0.0 0.0
H -1.755753 -3.674812 4.846594 0.1 0.0 0.0
H -1.036464 -2.500647 3.737279 0.0 0.0 0.0
H -1.129905 -4.220664 3.291070 0.0 0.0 0.0
H -4.738414 -2.098844 4.851960 0.0 0.1 0.0
H -5.332072 -1.495849 3.309742 0.0 0.0 0.0
H -3.852044 -0.810252 4.036445 0.0 0.0 0.0
H -3.947540 -2.468848 0.570281 0.1 0.0 -0.1
H -2.408510 -3.361892 0.680985 0.0 0.1 -0.1
H -4.047586 0.098877 1.944707 0.0 0.0 0.0
H -4.110787 0.269174 0.169004 0.0 0.0 0.0
H -3.054613 1.337359 1.125112 0.0 0.0 0.0
C -3.463789 -2.496820 -4.196791 0.1 0.1 0.1
N -2.363410 -1.987600 -3.359020 0.0 0.0 -0.1
C -1.834546 -2.982625 -2.427672 0.0 0.1 0.0
C -2.038337 -0.691592 -3.265153 -0.1 -0.1 0.1
S -1.293020 -0.081094 -1.815309 0.1 0.0 -0.1
N -2.250600 0.159613 -4.274043 -0.1 0.0 -0.1
C -2.241457 1.612992 -4.084642 0.0 -0.1 0.0
C -2.254263 -0.239284 -5.692643 0.0 0.0 0.1
H -4.050404 -3.185998 -3.591179 0.0 0.0 0.0
H -3.097957 -3.037586 -5.067450 0.0 0.0 0.0
H -4.115610 -1.690827 -4.510133 0.0 0.1 0.0
H -1.804523 -3.943120 -2.939681 0.0 0.0 0.0
H -2.476950 -3.072143 -1.548682 0.0 0.0 -0.1
H -0.829111 -2.714802 -2.114232 0.0 0.0 0.0
H -2.572058 1.870376 -3.084504 0.0 0.0 0.0
H -2.925250 2.051604 -4.808281 0.0 0.0 0.0
H -1.242207 2.020263 -4.249498 0.0 0.0 0.0
H -1.829936 -1.227047 -5.820187 0.0 -0.1 0.1
H -1.632093 0.469457 -6.236852 0.0 0.0 0.0
H -3.254883 -0.206551 -6.119586 -0.1 0.0 0.0
```
Forces are in eV/Å.

The charge is +3. The value obtained for the LUMO energy (spin up / spin down) is -7.8 / -11.1 eV. Its frontier orbital gap (spin up / spin down) is 7.60 / 4.87 eV. As for the expectation value of S²: 8.7768. Its spin multiplicity is 6.

=====

No. 2
A molecular structure, C3H6CsO5 at a distorted geometry. Source: the OMol25 dataset; level of theory: the ωB97M-V functional and the def2-TZVPD basis.

Structure (XYZ):
```
15
Properties=species:S:1:pos:R:3:forces:R:3
C 0.395197 2.865674 -4.357997 -0.1 0.7 0.6
C 0.140875 1.464008 -3.806170 -0.2 0.1 0.3
O 0.440117 0.507001 -4.824865 0.1 -0.2 -0.4
C 0.221888 -0.803285 -4.575898 0.3 -0.7 0.6
O -0.251220 -1.153110 -3.466952 -0.3 -0.2 0.2
O 0.577008 -1.590735 -5.489527 -0.1 -0.6 -0.5
O 0.038142 3.840545 -3.455268 0.3 0.0 0.1
Cs -0.383908 -5.117171 -4.219265 0.2 1.3 -0.1
H -0.166132 2.941098 -5.320034 0.0 -0.1 0.0
H 1.470877 2.920743 -4.642483 0.0 -0.1 -0.1
H -0.911323 1.365668 -3.501418 0.3 0.1 0.0
H 0.775270 1.279380 -2.925480 -0.2 0.1 -0.2
H 1.483605 5.163503 -2.004529 2.3 1.9 2.3
O 2.180703 5.732045 -1.331266 -2.3 -2.2 -2.5
H 1.674058 6.474240 -0.993747 -0.3 -0.1 -0.2
```
Forces are in eV/Å.

The charge is -1. The value obtained for the LUMO energy is 0.2 eV. Its frontier orbital gap is 2.07 eV. Its spin multiplicity is 1.

=====

No. 3
A molecular structure, C27H29ClN3O2PS6Se2Sn. Source: the OMol25 dataset; level of theory: the ωB97M-V functional and the def2-TZVPD basis.

Structure (XYZ):
```
72
Properties=species:S:1:pos:R:3:forces:R:3
Sn -0.207428 -2.026028 -0.123748 0.0 0.0 0.0
Cl 0.038486 -0.598486 -5.483996 0.0 0.0 0.0
C -0.875482 0.880943 -5.408541 0.0 0.0 0.0
C -1.473841 1.329260 -6.575090 0.0 0.0 0.0
C -2.206476 2.505626 -6.558632 0.0 0.0 0.0
C -2.326777 3.219869 -5.376443 0.0 0.0 0.0
C -1.715702 2.758016 -4.219609 0.0 0.0 0.0
C -0.972630 1.576791 -4.202605 0.0 0.0 0.0
P -0.179514 0.872292 -2.684764 0.1 0.0 0.0
C 1.563551 1.279693 -3.092247 0.0 0.0 0.0
C 1.943668 2.408294 -3.817951 0.0 0.0 0.0
C 3.279609 2.644823 -4.105223 0.0 0.0 0.0
C 4.251115 1.750411 -3.671602 0.0 0.0 0.0
C 3.881566 0.621790 -2.956158 0.0 0.0 0.0
C 2.543701 0.385160 -2.670439 0.0 0.0 0.0
C -0.664196 2.148943 -1.466661 0.0 0.0 0.0
C 0.134108 3.211106 -1.051664 0.0 0.0 0.0
C -0.336619 4.114692 -0.108952 0.0 0.0 0.0
C -1.609457 3.969214 0.427024 0.0 0.0 0.0
C -2.401986 2.898330 0.038579 0.0 0.0 0.0
C -1.925269 1.986726 -0.892778 0.0 0.0 0.0
H -1.362346 0.751237 -7.482532 0.0 0.0 0.0
H -2.679985 2.857472 -7.466657 0.0 0.0 0.0
H -2.895386 4.141182 -5.350481 0.0 0.0 0.0
H -1.815392 3.325708 -3.303372 0.0 0.0 0.0
H 1.189553 3.106412 -4.164275 0.0 0.0 0.0
H 3.562604 3.526379 -4.668490 0.0 0.0 0.0
H 5.295286 1.934457 -3.895392 0.0 0.0 0.0
H 4.626355 -0.084861 -2.612748 0.0 0.0 0.0
H 2.271587 -0.498732 -2.106780 0.0 0.0 0.0
H 1.135609 3.319710 -1.448163 0.0 0.0 0.0
H 0.302116 4.923907 0.223492 0.0 0.0 0.0
H -1.966496 4.667622 1.174146 0.0 0.0 0.0
H -3.373976 2.740441 0.488848 0.0 0.0 0.0
H -2.523336 1.117760 -1.142622 0.0 0.0 0.0
N -4.008406 -3.873026 2.817521 0.0 0.0 0.1
N -2.780370 -4.481370 3.087379 0.0 0.0 0.1
C -2.606144 -5.423466 4.022722 -0.1 0.0 0.0
N -1.320186 -5.835488 4.131501 0.0 0.0 0.0
S -3.820601 -6.110510 4.963305 0.0 0.0 0.0
H -4.352043 -4.231842 1.932053 0.0 0.0 0.0
H -3.811133 -2.880480 2.685695 0.0 0.0 0.0
H -1.958150 -4.136586 2.605914 0.0 0.1 -0.1
H -0.576791 -5.336017 3.660525 0.0 0.0 0.0
H -1.107983 -6.452282 4.891900 0.0 0.0 0.0
O 1.088102 2.238667 4.509294 0.0 0.0 0.0
C -0.220992 1.816694 4.157724 0.0 0.0 0.0
C -0.270266 0.637884 3.167338 0.0 0.0 0.0
C 0.453082 -0.561720 3.781696 0.0 0.0 0.0
O 1.858533 -0.340640 3.955195 0.0 0.0 0.0
C -1.754939 0.287224 3.018818 0.0 0.0 0.0
Se -2.277778 -0.977411 1.596021 0.0 0.0 0.0
C 0.346317 1.122124 1.839906 0.0 0.0 0.0
Se 1.433857 -0.118012 0.760057 0.0 0.0 0.0
H 1.651657 1.446205 4.452209 0.0 0.0 0.0
H -0.729731 2.679228 3.712050 0.0 0.0 0.0
H -0.780167 1.533096 5.061897 0.0 0.0 0.0
H 0.286948 -1.449427 3.171781 0.0 0.0 0.0
H 0.045379 -0.752285 4.779104 0.0 0.0 0.0
H 2.245632 -0.468681 3.071033 0.0 0.0 0.0
H -2.308467 1.208713 2.818255 0.0 0.0 0.0
H -2.124357 -0.115020 3.964720 0.0 0.0 0.0
H 1.036818 1.939614 2.047453 0.0 0.0 0.0
H -0.447637 1.508268 1.205577 0.0 0.0 0.0
S 5.568371 -6.293110 2.529733 0.0 0.0 0.0
C 4.302183 -5.425218 1.882505 0.0 0.0 0.0
S 4.341109 -4.651899 0.352817 0.0 0.0 0.0
C 2.716947 -3.988634 0.325692 0.0 0.0 0.0
C 1.990177 -4.251772 1.435613 0.0 0.0 0.0
S 0.358468 -3.725570 1.781112 0.1 -0.1 0.0
S 2.799258 -5.187497 2.671698 0.0 0.0 0.0
S 2.226659 -3.115947 -1.091314 0.0 0.0 0.0
```
Forces are in eV/Å.

The charge is -2. The value obtained for the LUMO energy is 3.7 eV. Its frontier orbital gap is 5.62 eV. Its spin multiplicity is 1.

=====

No. 4
2 unconnected molecules or ions with the total composition C2H4F2S at a distorted geometry. Source: the OMol25 dataset; level of theory: the ωB97M-V functional and the def2-TZVPD basis.

Structure (XYZ):
```
9
Properties=species:S:1:pos:R:3:forces:R:3
C 0.011391 1.035858 -0.121029 -0.9 0.8 1.9
C 1.004046 0.072088 0.223664 1.1 -0.7 0.3
F -1.715099 -2.023269 -0.627899 -0.5 -0.1 -1.2
F 0.373826 -0.973945 0.887183 1.0 0.5 -0.3
S 2.560913 0.181238 -0.075214 0.3 -0.7 0.3
H 0.294308 1.845986 -0.742135 0.6 0.7 -0.1
H -0.686909 0.470385 -0.631005 -2.1 -1.0 -1.1
H -0.430492 1.317093 0.865879 0.0 0.3 -0.9
H -1.411984 -1.925433 0.220557 0.5 0.1 1.1
```
Forces are in eV/Å.

The charge is 0. The value obtained for the LUMO energy is -0.1 eV. Its frontier orbital gap is 9.48 eV. Its structure (SMILES) is CC(F)=S.F. Its spin multiplicity is 1.

=====

Taking the records one at a time from the top gives relative energy (zero: lowest compared OMol25 entry of this formula, charge and spin) values of 0.0, 10.8, 0.0, 18.3 kcal per mole.
Taking the records one at a time from the top gives calculated total energy values of -6764.79905, -514.20728, -9569.03804, -676.49615 Eh.